This record from OMol25 describes a single C6H8O2 molecule in a non-equilibrium geometry. The level of theory is the ωB97M-V functional and the def2-TZVPD basis.

The value obtained for the relative energy (zero: lowest compared OMol25 entry of this formula, charge and spin) is 94.52 kcal per mole. The LUMO energy is 0.9 eV. As for the SMILES: C1=C2OCC[C@H]2CO1. The value obtained for the total energy is -10442.6277 eV.

```
16
C6H8O2 | OMol25 | the ωB97M-V functional and the def2-TZVPD basis
C 1.50 -1.42 0.04
C 0.29 -0.88 -0.28
O -0.89 -1.50 -0.23
C -1.87 -0.42 -0.05
C -1.09 0.88 0.17
C 0.26 0.54 -0.55
C 1.64 0.88 0.02
O 2.50 -0.39 -0.13
H 1.95 -2.38 0.80
H -2.66 -0.38 -0.82
H -2.41 -0.57 0.88
H -1.88 1.52 -0.15
H -1.05 0.73 1.26
H 0.14 0.81 -1.57
H 1.27 1.01 1.04
H 2.32 1.56 -0.40
```



This record from OMol25 describes a 23-piece molecular cluster, C23H92N42O23 overall in a non-equilibrium geometry. The level of theory is the ωB97M-V functional and the def2-TZVPD basis.

The LUMO energy is 0.2 eV. The value obtained for the total energy is -135045.5792 eV.

```
180
C23H92N42O23 | OMol25 | the ωB97M-V functional and the def2-TZVPD basis
C 4.13 3.20 0.23
O 2.91 3.05 -0.49
H 4.66 4.05 -0.21
H 3.98 3.32 1.32
H 4.79 2.32 0.01
H 2.20 3.54 0.00
C -3.16 4.50 -0.59
O -2.63 3.17 -0.62
H -3.58 4.77 0.37
H -2.31 5.11 -0.84
H -3.98 4.64 -1.30
H -2.87 2.62 0.22
C 2.35 5.42 -3.31
O 2.25 6.25 -2.43
N 2.19 4.04 -3.27
N 2.71 5.92 -4.56
H 2.44 3.44 -3.95
H 2.38 3.61 -2.34
H 2.84 5.29 -5.32
H 2.80 6.86 -4.81
C 1.32 5.47 1.36
O 1.07 4.38 0.75
N 1.71 5.34 2.66
N 1.14 6.66 0.66
H 1.80 4.41 3.14
H 1.81 6.16 3.16
H 1.35 7.54 1.14
H 0.92 6.55 -0.31
C -6.97 -2.16 0.53
O -7.38 -1.22 -0.14
N -7.34 -3.47 0.34
N -5.94 -2.05 1.42
H -7.97 -3.54 -0.44
H -6.91 -4.30 0.73
H -5.70 -1.07 1.58
H -5.85 -2.77 2.18
C -4.81 2.36 2.03
O -3.60 2.20 1.84
N -5.69 1.36 1.72
N -5.28 3.58 2.54
H -5.28 0.89 0.96
H -6.69 1.51 1.61
H -4.64 3.93 3.24
H -6.25 3.63 2.95
C -0.97 2.39 -3.40
O -0.42 1.88 -4.40
N -2.05 3.17 -3.58
N -0.51 2.09 -2.13
H -2.42 3.26 -4.51
H -2.61 3.57 -2.86
H 0.38 1.72 -2.04
H -0.77 2.74 -1.42
C -3.85 -0.41 -1.37
O -3.78 -0.02 -0.17
N -2.73 -0.23 -2.17
N -4.93 -1.01 -1.96
H -2.71 -0.39 -3.16
H -2.02 0.26 -1.69
H -5.86 -1.14 -1.47
H -4.79 -1.23 -2.90
C 5.23 -4.23 0.37
O 4.76 -3.05 0.41
N 5.98 -4.71 1.43
N 5.01 -5.05 -0.64
H 6.42 -3.99 2.02
H 6.58 -5.53 1.23
H 4.42 -4.75 -1.39
H 5.39 -6.02 -0.65
C 0.83 -4.29 5.23
O 1.95 -3.75 4.89
N 0.69 -5.57 5.55
N -0.36 -3.68 5.12
H -0.26 -5.95 5.71
H 1.40 -6.05 6.03
H -1.22 -4.15 5.33
H -0.42 -2.66 5.01
C -1.67 3.72 3.79
O -2.80 3.98 4.18
N -1.27 3.79 2.44
N -0.72 3.34 4.73
H -2.03 3.65 1.72
H -0.37 3.45 2.23
H -1.07 3.26 5.66
H 0.01 2.63 4.46
C 2.86 0.55 -4.91
O 3.93 -0.01 -5.35
N 2.27 1.61 -5.58
N 2.32 0.31 -3.60
H 1.31 1.83 -5.42
H 2.55 1.58 -6.53
H 2.75 -0.29 -2.93
H 1.35 0.49 -3.39
C 6.05 4.80 3.83
O 5.55 3.94 4.55
N 7.38 4.97 3.66
N 5.30 5.56 3.05
H 7.68 5.76 3.15
H 8.01 4.63 4.36
H 5.62 6.41 2.69
H 4.34 5.39 2.96
C -0.47 -3.42 -1.83
O -0.83 -4.59 -2.08
N -1.11 -2.51 -1.01
N 0.64 -2.91 -2.42
H -0.67 -1.60 -0.95
H -2.05 -2.72 -0.73
H 1.18 -2.11 -2.08
H 1.19 -3.65 -2.87
C -1.85 -1.82 -4.92
O -2.99 -1.36 -4.89
N -1.65 -3.17 -5.00
N -0.78 -1.08 -5.06
H -2.47 -3.68 -4.76
H -0.77 -3.51 -4.65
H -0.90 -0.09 -5.16
H 0.14 -1.21 -4.69
C 3.76 -2.97 -3.32
O 3.39 -4.01 -2.76
N 4.48 -2.06 -2.60
N 3.47 -2.86 -4.63
H 4.64 -1.15 -3.06
H 4.65 -2.18 -1.60
H 3.40 -1.99 -5.17
H 3.00 -3.65 -5.04
C -3.40 -4.86 0.79
O -4.41 -5.28 1.36
N -3.12 -5.19 -0.52
N -2.35 -4.28 1.38
H -3.62 -6.00 -0.87
H -2.28 -4.98 -1.00
H -2.50 -3.88 2.31
H -1.39 -4.51 1.12
C -2.28 -6.62 4.41
O -2.03 -6.42 5.62
N -1.27 -6.62 3.50
N -3.53 -6.61 3.94
H -1.40 -6.86 2.51
H -0.38 -6.80 3.91
H -4.37 -6.60 4.48
H -3.75 -6.38 2.98
C -1.38 -0.25 3.11
O -0.31 -0.74 3.48
N -1.75 -0.28 1.79
N -2.30 0.35 3.92
H -2.64 -0.06 1.36
H -1.19 -0.96 1.28
H -2.89 1.08 3.55
H -2.15 0.36 4.99
C -1.97 3.82 -7.08
O -2.99 3.49 -6.43
N -0.81 4.30 -6.50
N -1.88 3.72 -8.39
H -0.33 5.06 -6.92
H -0.96 4.42 -5.47
H -2.67 3.28 -8.85
H -1.01 3.50 -8.79
C 1.52 -4.92 1.09
O 0.50 -5.45 1.57
N 2.56 -4.43 1.89
N 1.66 -4.75 -0.25
H 2.28 -4.52 2.83
H 3.21 -3.73 1.52
H 0.91 -4.94 -0.90
H 2.41 -4.19 -0.60
C 2.41 1.72 4.49
O 1.96 2.25 3.49
N 1.80 0.63 5.02
N 3.39 2.38 5.11
H 2.31 0.13 5.75
H 1.02 0.22 4.53
H 3.98 2.76 4.39
H 4.08 2.00 5.74
C 1.43 -0.46 0.13
O 1.57 -0.59 -1.13
N 1.82 0.66 0.71
N 0.83 -1.46 0.85
H 2.24 1.48 0.22
H 1.52 0.83 1.65
H 0.90 -2.34 0.37
H 0.90 -1.30 1.88
```



This record from OMol25 describes C32H53BrN6O2PSn as an isolated structure. The level of theory is the ωB97M-V functional and the def2-TZVPD basis.

The LUMO energy (spin up / spin down) is -10.1 / -9.8 eV. The value obtained for the total energy is -132219.3698 eV. Its charge is +3.

```
96
C32H53BrN6O2PSn | OMol25 | the ωB97M-V functional and the def2-TZVPD basis
Sn -0.32 0.72 -0.59
C -3.76 -2.35 -0.54
N -2.29 -2.32 -0.50
C -1.73 -2.32 0.84
C -1.56 -2.06 -1.57
N -0.35 -1.40 -1.42
C 0.72 -1.86 -2.13
C 0.87 -3.20 -2.53
C 1.89 -3.55 -3.37
C 2.80 -2.57 -3.86
C 2.74 -1.29 -3.41
C 1.75 -0.90 -2.47
N 1.64 0.31 -1.91
C 2.69 1.21 -1.98
N 3.93 0.83 -1.65
C 5.12 1.44 -2.24
C 4.20 -0.31 -0.78
N 2.43 2.47 -2.31
C 3.22 3.61 -1.83
C 1.27 2.83 -3.13
N -1.99 -2.38 -2.79
C -1.55 -1.69 -4.00
C -2.82 -3.57 -3.05
H -4.13 -1.68 0.23
H -4.14 -3.36 -0.36
H -4.11 -1.98 -1.50
H -2.01 -3.24 1.35
H -2.13 -1.47 1.41
H -0.64 -2.25 0.80
H 0.17 -3.94 -2.18
H 2.01 -4.58 -3.68
H 3.55 -2.86 -4.58
H 3.44 -0.55 -3.78
H 4.85 2.05 -3.09
H 5.76 0.62 -2.59
H 5.68 2.03 -1.52
H 3.30 -0.63 -0.27
H 4.95 -0.02 -0.05
H 4.60 -1.15 -1.36
H 3.83 3.31 -0.98
H 2.52 4.38 -1.51
H 3.85 4.02 -2.62
H 0.86 1.96 -3.63
H 1.60 3.54 -3.89
H 0.50 3.31 -2.53
H -1.12 -0.72 -3.76
H -2.42 -1.54 -4.64
H -0.83 -2.30 -4.56
H -2.91 -4.17 -2.15
H -2.32 -4.16 -3.82
H -3.81 -3.29 -3.41
C -2.06 0.86 3.78
C -0.89 1.07 4.74
C -1.24 0.63 6.16
P 0.64 0.32 4.08
C 1.94 1.58 3.88
C 2.42 2.10 5.25
C 3.09 1.10 3.01
C 1.23 -1.26 4.78
C 1.47 -1.23 6.30
C 0.29 -2.41 4.37
H -2.90 1.48 4.11
H -2.39 -0.18 3.79
H -1.82 1.14 2.75
H -0.63 2.14 4.75
H -1.48 -0.44 6.20
H -2.14 1.17 6.47
H -0.46 0.84 6.89
H 1.41 2.39 3.37
H 3.06 1.37 5.74
H 1.60 2.36 5.92
H 3.01 3.00 5.09
H 3.66 0.30 3.49
H 3.78 1.93 2.84
H 2.75 0.74 2.04
H 2.19 -1.40 4.27
H 0.54 -1.41 6.84
H 1.91 -0.31 6.66
H 2.16 -2.04 6.54
H -0.75 -2.19 4.64
H 0.57 -3.31 4.92
H 0.34 -2.63 3.31
Br -3.99 3.35 -0.24
C -4.48 2.69 -1.95
C -5.61 3.20 -2.57
C -5.94 2.77 -3.84
C -5.14 1.84 -4.51
C -4.01 1.34 -3.89
C -3.68 1.75 -2.60
C -2.50 1.18 -1.92
O -2.59 0.48 -0.88
O -1.32 1.42 -2.37
H -6.21 3.94 -2.06
H -6.82 3.17 -4.32
H -5.40 1.52 -5.51
H -3.37 0.64 -4.40
```



This record from OMol25 describes a single C2H8O2Si molecule in a non-equilibrium geometry. The level of theory is the ωB97M-V functional and the def2-TZVPD basis.

The value obtained for the relative energy (zero: lowest compared OMol25 entry of this formula, charge and spin) is 23.52 kcal per mole. The LUMO energy is 0.6 eV. As for the SMILES: C[Si](C)(O)O. The value obtained for the total energy is -14178.4464 eV.

```
13
C2H8O2Si | OMol25 | the ωB97M-V functional and the def2-TZVPD basis
C -0.69 -1.65 -0.41
Si 0.31 0.03 -0.01
C -0.65 1.63 0.25
O 1.37 -0.03 -1.17
O 1.24 -0.34 1.22
H -0.35 -2.44 0.38
H -1.86 -1.60 -0.40
H -0.27 -2.15 -1.27
H -0.39 2.37 0.98
H -0.45 2.13 -0.65
H -1.70 1.28 0.32
H 1.98 0.62 -1.29
H 1.47 0.16 2.02
```



This record from OMol25 describes an isolated ion of composition C10H10NO and charge +1 in a non-equilibrium geometry. The level of theory is the ωB97M-V functional and the def2-TZVPD basis.

The value obtained for the relative energy (zero: lowest compared OMol25 entry of this formula, charge and spin) is 126.69 kcal per mole. The LUMO energy (spin up / spin down) is -6.8 / -6.8 eV. The value obtained for the total energy is -14055.8919 eV. Its charge is +1.

```
22
C10H10NO | OMol25 | the ωB97M-V functional and the def2-TZVPD basis
C 0.24 -2.10 1.92
C -1.03 -2.03 1.49
C 1.11 -1.01 1.81
C -2.79 -0.74 0.14
C -1.46 -0.92 0.63
C 0.95 0.04 0.87
C -0.37 -0.12 0.51
C -3.24 -0.04 -0.90
C 2.47 1.64 -2.77
C 1.60 1.95 -0.43
N 2.15 1.38 -1.58
O 1.79 1.06 0.70
H 0.57 -3.00 2.54
H -1.63 -2.82 1.62
H 2.09 -0.89 2.47
H -3.56 -1.06 0.74
H -4.23 0.15 -0.98
H -2.65 0.26 -1.70
H 2.52 2.67 -3.04
H 2.86 0.85 -3.36
H 2.04 2.80 -0.03
H 0.58 1.99 -0.64
```



This record from OMol25 describes a 12-piece molecular cluster, C20H64N8O12 overall in a non-equilibrium geometry. The level of theory is the ωB97M-V functional and the def2-TZVPD basis.

The value obtained for the relative energy (zero: lowest compared OMol25 entry of this formula, charge and spin) is 236.36 kcal per mole. The LUMO energy is -0.3 eV. As for the SMILES: NC(N)=O.NC(N)=O.NC(N)=O.NC(N)=O.CC(C)O.CC(C)O.CC(C)O.CC(C)O.CO.CO.CO.CO. The value obtained for the total energy is -58261.3949 eV.

```
104
C20H64N8O12 | OMol25 | the ωB97M-V functional and the def2-TZVPD basis
N 5.67 31.87 -10.92
C 6.07 32.81 -10.14
N 6.82 32.28 -9.22
O 5.76 34.14 -10.20
H 4.96 32.06 -11.59
H 5.87 30.95 -10.56
H 7.18 32.91 -8.49
H 7.16 31.29 -9.27
N 5.13 31.39 -2.43
C 4.30 32.40 -2.12
N 4.48 33.48 -2.80
O 3.26 32.18 -1.26
H 5.00 30.51 -1.89
H 6.06 31.48 -2.77
H 3.85 34.27 -2.62
H 4.96 33.64 -3.64
N 8.90 32.49 -6.58
C 8.97 33.70 -7.07
N 9.09 33.69 -8.34
O 8.93 34.82 -6.18
H 8.63 32.30 -5.60
H 9.10 31.62 -7.16
H 9.04 34.63 -8.72
H 9.09 32.91 -9.00
N 1.82 36.02 -4.57
C 2.30 36.32 -3.45
N 2.28 35.31 -2.63
O 2.93 37.54 -3.12
H 1.86 36.71 -5.26
H 1.39 35.06 -4.76
H 2.55 35.67 -1.72
H 1.61 34.59 -2.60
C 0.57 34.10 -8.80
C 1.80 34.95 -9.23
C 2.15 35.86 -8.03
O 2.81 34.30 -9.57
H 0.14 33.57 -9.67
H -0.20 34.76 -8.54
H 0.61 33.38 -8.00
H 1.57 35.48 -10.12
H 2.60 35.39 -7.16
H 1.24 36.32 -7.65
H 2.85 36.56 -8.39
H 3.39 34.83 -10.14
C 5.27 36.06 -5.07
C 5.15 34.67 -5.70
C 5.31 34.57 -7.22
O 5.80 33.81 -5.14
H 4.87 36.05 -4.08
H 4.79 36.85 -5.61
H 6.34 36.26 -4.92
H 4.07 34.45 -5.67
H 4.91 33.66 -7.60
H 6.35 34.73 -7.48
H 4.82 35.36 -7.76
H 5.59 32.95 -5.42
C 3.53 35.73 2.08
C 3.45 36.24 0.64
C 4.44 35.50 -0.29
O 2.36 36.09 0.09
H 4.53 35.91 2.53
H 3.21 34.70 2.22
H 2.87 36.27 2.78
H 3.74 37.34 0.63
H 5.44 35.55 -0.04
H 4.36 35.90 -1.29
H 4.31 34.49 -0.42
H 1.68 36.22 0.70
C 2.34 29.59 -7.91
C 2.55 30.70 -8.95
C 1.26 30.94 -9.68
O 3.00 31.80 -8.56
H 2.32 28.64 -8.48
H 1.57 29.79 -7.22
H 3.24 29.54 -7.29
H 3.23 30.28 -9.64
H 1.02 30.07 -10.35
H 1.25 31.81 -10.33
H 0.55 31.15 -8.88
H 2.67 32.59 -9.04
C 5.74 31.02 -6.29
O 4.45 31.56 -6.20
H 6.21 30.76 -5.33
H 6.40 31.63 -6.88
H 5.76 30.10 -6.77
H 4.03 31.60 -7.11
C 1.93 32.78 -5.58
O 0.85 33.52 -5.04
H 1.60 31.76 -5.77
H 2.82 32.77 -4.94
H 2.23 33.22 -6.52
H 0.74 33.20 -4.10
C 7.59 35.38 -2.19
O 8.44 34.96 -3.23
H 7.53 34.78 -1.39
H 6.60 35.40 -2.66
H 7.92 36.38 -1.86
H 8.08 35.41 -4.03
C 8.07 32.01 -2.86
O 7.78 32.27 -4.20
H 7.64 32.80 -2.26
H 9.07 32.08 -2.82
H 7.79 31.03 -2.54
H 7.46 33.20 -4.25
```



This record from OMol25 describes C3H4AgO3 as an isolated structure in a non-equilibrium geometry. The level of theory is the ωB97M-V functional and the def2-TZVPD basis.

The value obtained for the relative energy (zero: lowest compared OMol25 entry of this formula, charge and spin) is 0.00 kcal per mole. The expectation value of S² is 0.75. As for the spin multiplicity: 2. The LUMO energy (spin up / spin down) is -1.4 / -1.4 eV. The value obtained for the total energy is -13314.6420 eV.

```
11
C3H4AgO3 | OMol25 | the ωB97M-V functional and the def2-TZVPD basis
C -3.09 0.83 -0.04
C -4.27 -0.01 0.04
H -2.47 0.62 -0.92
H -2.46 0.76 0.85
H -4.78 -0.34 -0.87
H -4.77 -0.19 0.99
O -3.50 2.38 -0.16
C -2.56 3.34 -0.28
O -3.00 4.51 -0.39
O -1.35 3.01 -0.27
Ag -0.79 5.29 -0.50
```



This record from OMol25 describes a single C12H14N2O molecule in a non-equilibrium geometry. The level of theory is the ωB97M-V functional and the def2-TZVPD basis.

The value obtained for the relative energy (zero: lowest compared OMol25 entry of this formula, charge and spin) is 0.00 kcal per mole. The expectation value of S² is 2.04. As for the spin multiplicity: 3. The LUMO energy (spin up / spin down) is 0.8 / -1.7 eV. The value obtained for the total energy is -17691.8794 eV.

```
29
C12H14N2O | OMol25 | the ωB97M-V functional and the def2-TZVPD basis
C 1.99 1.13 -1.69
C 0.84 3.03 -0.69
C 3.09 1.89 -1.74
C 2.06 3.70 -0.75
C 0.85 1.67 -1.03
C -0.61 -1.32 2.54
C -0.36 0.89 -0.75
C -0.26 -0.37 -0.36
C 0.19 -2.27 1.69
C -0.73 -2.58 0.53
C -1.29 -1.34 -0.01
C -2.73 -1.18 -0.53
N 3.19 3.09 -1.19
N -1.45 -0.63 1.94
O -2.30 0.18 2.15
H 1.96 0.13 -2.13
H -0.13 3.34 -0.32
H 3.93 1.40 -2.14
H 2.19 4.66 -0.43
H -0.48 -1.25 3.67
H -1.27 1.39 -0.58
H 0.70 -1.01 -0.34
H 1.07 -1.65 1.37
H 0.36 -3.20 2.23
H -0.12 -3.00 -0.33
H -1.47 -3.23 0.93
H -2.90 -1.73 -1.44
H -2.84 -0.20 -0.82
H -3.48 -1.55 0.22
```